DFT (wB97M-V/def2-TZVPD) results for a 2-piece molecular cluster, C6H7OPS overall at a distorted geometry.

For the relative energy (zero: lowest compared OMol25 entry of this formula, charge and spin), the calculation gives 7.04 kcal/mol. For the total energy, the calculation gives -1047.5132 a.u. The value obtained for the largest force on an atom is 3.94 eV Å⁻¹. Its LUMO energy (alpha / beta) is -0.8759 / -0.8602 eV.

```
! wB97M-V def2-TZVPD RIJCOSX def2/J DEFGRID3
* xyz 0 1
C -0.5263 -0.2452 1.8415
C 0.7880 -0.4735 2.1083
C -0.9088 0.1968 0.5748
C 1.7275 -0.2535 1.1209
C 0.0414 0.3875 -0.3809
C 1.3406 0.1620 -0.1333
O -0.4561 0.8180 -1.6313
P -2.7847 1.8282 -2.8186
S -3.4971 -0.0074 -3.0868
H -1.2320 -0.6347 2.6485
H 1.0930 -0.8243 3.0121
H -1.8614 0.4046 0.2762
H 2.6687 -0.4613 1.3734
H 0.0371 0.7172 -2.4151
H 1.9372 0.2571 -0.9715
H -3.4111 -0.3297 -4.4277
*
```



DFT (wB97M-V/def2-TZVPD) results for the molecule C6H7PS3 at a distorted geometry.

For the relative energy (zero: lowest compared OMol25 entry of this formula, charge and spin), the calculation gives 0.00 kcal/mol. For the total energy, the calculation gives -1768.7328 a.u. The value obtained for the largest force on an atom is 4.21 eV Å⁻¹. Its structure (SMILES) is S=P(S)(S)c1ccccc1. Its LUMO energy is -0.2461 eV.

```
! wB97M-V def2-TZVPD RIJCOSX def2/J DEFGRID3
* xyz 0 1
S 0.5419 2.8683 -1.7355
P 1.4539 1.2388 -0.4286
S 3.0342 0.1245 -1.3139
S 2.2921 1.4824 1.4204
C 0.1045 0.1262 -0.0919
C 0.3366 -1.2217 -0.0317
C -0.7928 -2.1034 0.0597
C -2.0587 -1.5870 0.2373
C -2.2576 -0.2183 0.3093
C -1.1708 0.6700 0.1046
H 3.7442 1.2694 -1.0914
H 1.5104 2.4605 1.7071
H 1.3506 -1.6748 -0.0178
H -0.6411 -3.1515 -0.0226
H -3.0206 -2.1942 0.2078
H -3.1760 0.1361 0.7510
H -1.2508 1.7747 -0.0640
*
```



DFT (wB97M-V/def2-TZVPD) results for a 2-piece molecular cluster, C6H8 overall at a distorted geometry.

For the relative energy (zero: lowest compared OMol25 entry of this formula, charge and spin), the calculation gives 81.23 kcal/mol. For the total energy, the calculation gives -233.2575 a.u. The value obtained for the largest force on an atom is 2.51 eV Å⁻¹. Its structure (SMILES) is C#CC#CC.C. Its LUMO energy is 0.8796 eV.

```
! wB97M-V def2-TZVPD RIJCOSX def2/J DEFGRID3
* xyz 0 1
C 2.0619 2.9817 1.1936
C 1.0774 2.3494 0.9782
C 0.0243 1.6210 0.5718
C -0.8678 0.8794 0.2601
C -1.9976 0.0392 -0.0992
H 2.6187 3.8564 1.2243
H -2.0357 -0.8832 0.4083
H -1.6632 -0.2405 -1.0738
H -2.8899 0.5927 -0.0889
C 0.7541 -2.2804 -0.7223
H 0.9252 -3.3343 -0.5233
H 0.5092 -1.9642 -1.8264
H 1.5142 -1.5619 -0.3264
H -0.0307 -2.0555 0.0239
*
```



DFT (wB97M-V/def2-TZVPD) results for the molecule C6H8 at a distorted geometry.

For the relative energy (zero: lowest compared OMol25 entry of this formula, charge and spin), the calculation gives 72.48 kcal/mol. For the total energy, the calculation gives -233.2715 a.u. The value obtained for the largest force on an atom is 2.31 eV Å⁻¹. Its structure (SMILES) is C1=C2C[C@H]2CC1. Its LUMO energy is 0.7963 eV.

```
! wB97M-V def2-TZVPD RIJCOSX def2/J DEFGRID3
* xyz 0 1
C -0.0796 -1.2117 0.7091
C -0.9787 -0.6925 -0.1516
C -1.7272 0.5499 0.0606
C -0.4413 0.5501 -0.7818
C 0.9814 0.7472 -0.2482
C 1.2625 -0.6829 0.3107
H -0.1984 -1.9887 1.4526
H -1.6689 0.9105 1.0844
H -2.6504 0.7658 -0.4637
H -0.6019 0.7714 -1.8380
H 1.0736 1.5929 0.4633
H 1.6846 0.9815 -1.0544
H 2.1618 -0.8142 0.9194
H 1.1825 -1.4794 -0.4625
*
```



DFT (wB97M-V/def2-TZVPD) results for the molecule C6H8 at a distorted geometry.

For the relative energy (zero: lowest compared OMol25 entry of this formula, charge and spin), the calculation gives 37.83 kcal/mol. For the total energy, the calculation gives -233.3267 a.u. The value obtained for the largest force on an atom is 4.77 eV Å⁻¹. Its structure (SMILES) is C=C1C=CCC1. Its LUMO energy is 1.1141 eV.

```
! wB97M-V def2-TZVPD RIJCOSX def2/J DEFGRID3
* xyz 0 1
C 0.5499 1.6079 -1.5096
C 0.1365 0.6975 -0.4978
C -0.8511 -0.4622 -0.7187
C -0.7985 -1.2833 0.2795
C 0.1827 -0.9926 1.4018
C 0.6564 0.4090 0.9047
H -0.1677 1.3457 -2.3522
H 1.0226 2.6282 -1.3514
H -1.3082 -0.6660 -1.6331
H -1.5717 -1.9684 0.1684
H -0.3559 -0.9728 2.2990
H 1.0193 -1.7113 1.2911
H 0.4216 1.2174 1.6126
H 1.6849 0.2691 0.8057
*
```



DFT (wB97M-V/def2-TZVPD) results for C6H8 as an isolated structure.

For the relative energy (zero: lowest compared OMol25 entry of this formula, charge and spin), the calculation gives 123.06 kcal/mol. For the total energy, the calculation gives -233.1909 a.u. The value obtained for the largest force on an atom is 0.49 eV Å⁻¹. Its LUMO energy (alpha / beta) is 0.2353 / 0.2359 eV.

```
! wB97M-V def2-TZVPD RIJCOSX def2/J DEFGRID3
* xyz 0 1
C -1.7973 0.3756 0.2155
C 0.0762 0.4011 -1.0721
C 1.0635 1.0633 -0.3985
C 1.5493 -0.7070 0.7368
C 0.4438 -1.2820 0.8827
C -0.8150 -0.4644 -0.2842
H -1.5438 1.3710 0.5648
H -2.8372 0.0698 0.3182
H 0.0278 0.3577 -2.1564
H 0.8826 1.4154 0.6150
H 1.8269 1.6196 -0.9411
H 2.6049 -0.5805 0.8824
H -0.0097 -2.1113 1.3997
H -1.1796 -1.3590 -0.7920
*
```



DFT (wB97M-V/def2-TZVPD) results for the molecule C6H8.

For the relative energy (zero: lowest compared OMol25 entry of this formula, charge and spin), the calculation gives 32.89 kcal/mol. For the total energy, the calculation gives -233.3346 a.u. The value obtained for the largest force on an atom is 0.25 eV Å⁻¹. Its structure (SMILES) is C=C[C@H]1C=CC1. Its LUMO energy is 1.2759 eV.

```
! wB97M-V def2-TZVPD RIJCOSX def2/J DEFGRID3
* xyz 0 1
C 1.9667 -0.3629 0.1850
C 1.1151 0.5433 0.6623
C -0.2363 0.8244 0.0622
C -0.4814 0.1533 -1.2740
C -1.3375 -0.7432 -0.7836
C -1.3469 -0.1495 0.6091
H 1.7552 -0.9182 -0.7280
H 2.8959 -0.5930 0.6985
H 1.3597 1.0808 1.5797
H -0.4949 1.8906 0.1362
H -0.0392 0.3241 -2.2533
H -1.8404 -1.6086 -1.2084
H -2.2862 0.3494 0.8746
H -1.0297 -0.7906 1.4396
*
```



DFT (wB97M-V/def2-TZVPD) results for the molecule C6H8.

For the relative energy (zero: lowest compared OMol25 entry of this formula, charge and spin), the calculation gives 39.16 kcal/mol. For the total energy, the calculation gives -233.3246 a.u. The value obtained for the largest force on an atom is 0.42 eV Å⁻¹. Its structure (SMILES) is C#CC1(C)CC1. Its LUMO energy is 1.1313 eV.

```
! wB97M-V def2-TZVPD RIJCOSX def2/J DEFGRID3
* xyz 0 1
C 2.5870 -0.4034 0.4343
C 1.4196 -0.2106 0.2043
C 0.0128 0.0677 -0.0221
C -0.2943 1.4929 -0.4554
C -0.8525 -1.0294 -0.5964
C -0.9611 -0.6888 0.8577
H 3.6190 -0.5758 0.6482
H -1.3470 1.7361 -0.2742
H -0.0947 1.6131 -1.5259
H 0.3243 2.2126 0.0887
H -0.3817 -1.9640 -0.8841
H -1.6538 -0.7020 -1.2554
H -1.8446 -0.1616 1.2087
H -0.5330 -1.3867 1.5716
*
```



DFT (wB97M-V/def2-TZVPD) results for the molecule C6H8 at a distorted geometry.

For the relative energy (zero: lowest compared OMol25 entry of this formula, charge and spin), the calculation gives 29.83 kcal/mol. For the total energy, the calculation gives -233.3395 a.u. The value obtained for the largest force on an atom is 2.39 eV Å⁻¹. Its structure (SMILES) is C1=C[C@H]2C[C@H]2C1. Its LUMO energy is 1.2183 eV.

```
! wB97M-V def2-TZVPD RIJCOSX def2/J DEFGRID3
* xyz 0 1
C -0.4650 0.9456 1.0302
C -0.6908 1.2330 -0.2498
C -0.3446 0.0910 -1.1408
C 1.1121 -0.2804 -1.0645
C 0.1384 -0.9926 -0.1757
C -0.0193 -0.4609 1.2463
H -0.6401 1.6716 1.8231
H -1.5589 1.8502 -0.1627
H -0.9039 -0.1327 -2.0464
H 1.7876 0.4478 -0.6165
H 1.5247 -0.8289 -1.9041
H -0.0736 -2.0385 -0.3759
H 0.9049 -0.4736 1.8214
H -0.7718 -1.0316 1.8154
*
```



DFT (wB97M-V/def2-TZVPD) results for the molecule C6H8 at a distorted geometry.

For the relative energy (zero: lowest compared OMol25 entry of this formula, charge and spin), the calculation gives 46.94 kcal/mol. For the total energy, the calculation gives -233.3122 a.u. The value obtained for the largest force on an atom is 1.43 eV Å⁻¹. Its structure (SMILES) is C1=C[C@H]2C[C@H]2C1. Its LUMO energy is 1.1739 eV.

```
! wB97M-V def2-TZVPD RIJCOSX def2/J DEFGRID3
* xyz 0 1
C -1.1752 0.8445 -0.5701
C -1.2110 0.4702 0.7164
C 0.0119 -0.1973 1.2033
C 0.8010 -1.2418 0.4987
C 0.9686 0.0465 -0.1653
C 0.0305 0.2994 -1.3520
H -1.7018 1.7101 -0.9183
H -1.9249 0.8439 1.4520
H 0.1248 -0.2083 2.3065
H 0.2950 -2.0333 -0.0269
H 1.6765 -1.5011 1.0791
H 1.8625 0.6595 -0.1665
H -0.2180 -0.6345 -1.9079
H 0.4600 0.9421 -2.1491
*
```